1.
C4H8N2O in the gas phase at a distorted geometry, computed with wB97M-V/def2-TZVPD.

The calculation puts the HOMO energy at -8.7 eV. The value obtained for the relative energy (zero: lowest compared OMol25 entry of this formula, charge and spin) is 439.6 kJ/mol. The SMILES is CN1NCCC1=O. The total energy is -9301.83699 eV.

```
! RIJCOSX wB97M-V def2-TZVPD def2/J DEFGRID3
* xyz 0 1
C 2.055 -0.310 -0.099
N 0.698 -0.066 -0.021
N -0.075 -1.251 -0.034
C -1.457 -0.665 -0.282
C -1.503 0.760 0.101
C -0.069 1.156 -0.238
O 0.426 2.232 -0.026
H 2.276 -0.766 0.912
H 2.399 -0.907 -1.065
H 2.780 0.727 -0.087
H -0.034 -1.209 0.977
H -2.052 -1.250 0.641
H -1.826 -0.902 -1.237
H -1.661 0.913 1.134
H -1.959 1.537 -0.677
*
```

=====

2.
C4H8N2O in the gas phase, computed with wB97M-V/def2-TZVPD.

The calculation puts the HOMO energy at -9.6 eV. The value obtained for the relative energy (zero: lowest compared OMol25 entry of this formula, charge and spin) is 123.4 kJ/mol. The SMILES is C[C@@]1(C(N)=O)CN1. The total energy is -9305.11461 eV.

```
! RIJCOSX wB97M-V def2-TZVPD def2/J DEFGRID3
* xyz 0 1
C -1.057 -1.075 0.588
C -0.220 -0.029 -0.107
C 1.226 -0.458 -0.308
N 2.069 0.141 0.562
O 1.540 -1.288 -1.140
C -0.786 0.880 -1.117
N -0.440 1.382 0.220
H -2.119 -0.809 0.561
H -0.919 -2.049 0.113
H -0.753 -1.161 1.638
H 1.669 0.934 1.035
H 3.067 0.039 0.464
H -0.153 1.255 -1.915
H -1.835 0.762 -1.374
H -1.286 1.476 0.780
*
```

=====

3.
2 unconnected molecules or ions with the total composition C4H8N2O at a distorted geometry, computed with wB97M-V/def2-TZVPD.

The calculation puts the HOMO energy (spin up / spin down) at -7.8 / -7.8 eV. The value obtained for the relative energy (zero: lowest compared OMol25 entry of this formula, charge and spin) is 545.6 kJ/mol. The SMILES is CC(N)=C=N.C=O. The total energy is -9300.73805 eV.

```
! RIJCOSX wB97M-V def2-TZVPD def2/J DEFGRID3
* xyz 0 1
C -1.602 0.176 -1.154
C -0.504 0.346 -0.152
N -0.821 0.894 1.057
C 0.831 0.140 -0.458
N 1.734 0.306 -1.249
H -1.707 1.086 -1.753
H -2.561 -0.006 -0.662
H -1.390 -0.661 -1.824
H -0.977 0.202 1.796
H -0.053 1.441 1.468
H 1.418 0.725 -2.130
C 1.457 -1.072 1.169
O 1.310 -0.433 2.230
H 0.432 -1.660 0.800
H 2.433 -1.483 0.862
*
```

=====

4.
C4H8N2O in the gas phase, computed with wB97M-V/def2-TZVPD.

The calculation puts the HOMO energy at -9.1 eV. The value obtained for the relative energy (zero: lowest compared OMol25 entry of this formula, charge and spin) is 218.9 kJ/mol. The SMILES is NC(=O)CN1CC1. The total energy is -9304.12405 eV.

```
! RIJCOSX wB97M-V def2-TZVPD def2/J DEFGRID3
* xyz 0 1
N -1.952 -0.554 -0.501
C -0.826 -0.899 0.200
O -0.852 -0.881 1.422
C 0.495 -1.049 -0.530
N 1.343 0.203 -0.361
C 1.206 0.833 0.952
C 0.697 1.522 -0.260
H -2.747 -0.450 0.113
H -2.151 -0.973 -1.396
H 1.061 -1.848 -0.040
H 0.369 -1.333 -1.587
H 0.428 0.368 1.559
H 2.098 1.109 1.511
H -0.385 1.579 -0.372
H 1.215 2.373 -0.711
*
```

=====

5.
2 unconnected molecules or ions with the total composition C4H8N2O at a distorted geometry, computed with wB97M-V/def2-TZVPD.

The calculation puts the HOMO energy at -9.0 eV. The value obtained for the relative energy (zero: lowest compared OMol25 entry of this formula, charge and spin) is 512.8 kJ/mol. The total energy is -9301.07846 eV.

```
! RIJCOSX wB97M-V def2-TZVPD def2/J DEFGRID3
* xyz 0 1
N 0.588 -0.800 -0.604
C 1.456 -0.599 0.400
O 2.529 -1.144 0.649
C 0.923 0.493 1.314
N -0.439 0.802 0.941
C -1.590 -0.055 0.598
C -0.735 0.675 -0.353
H 0.934 -1.551 -1.219
H -0.477 -0.250 -2.566
H 0.984 0.182 2.350
H 1.524 1.395 1.152
H -1.510 -1.114 0.386
H -2.507 0.286 1.072
H -0.844 0.201 -3.028
H -0.836 1.480 -1.092
*
```

=====

6.
C4H8N2O in the gas phase at a distorted geometry, computed with wB97M-V/def2-TZVPD.

The calculation puts the HOMO energy at -8.3 eV. The value obtained for the relative energy (zero: lowest compared OMol25 entry of this formula, charge and spin) is 442.1 kJ/mol. The SMILES is C1NN2CC[C@@H]2O1. The total energy is -9301.81130 eV.

```
! RIJCOSX wB97M-V def2-TZVPD def2/J DEFGRID3
* xyz 0 1
C 1.893 -0.101 -0.299
N 1.007 -1.225 -0.135
N -0.039 -0.704 0.653
C -1.303 -0.610 0.016
C -1.414 0.912 0.200
C 0.126 0.911 0.432
O 1.061 0.983 -0.675
H 2.323 -0.080 0.749
H 2.653 -0.352 -1.047
H 0.482 -1.396 -1.031
H -2.089 -1.014 0.558
H -1.429 -0.993 -1.045
H -1.898 1.264 -0.752
H -1.957 1.103 1.088
H 0.584 1.303 1.288
*
```

=====

7.
C4H8N2O in the gas phase at a distorted geometry, computed with wB97M-V/def2-TZVPD.

The calculation puts the HOMO energy at -8.9 eV. The value obtained for the relative energy (zero: lowest compared OMol25 entry of this formula, charge and spin) is 370.6 kJ/mol. The SMILES is C[C@@]12C[N@@H+]1[C@@]2(N)[O-]. The total energy is -9302.55232 eV.

```
! RIJCOSX wB97M-V def2-TZVPD def2/J DEFGRID3
* xyz 0 1
C -1.359 -1.354 0.219
C -0.277 -0.458 -0.367
C -0.688 0.817 -0.947
N -0.135 0.956 0.400
C 1.170 -0.096 0.396
N 2.197 0.578 -0.308
O 1.443 -0.795 1.359
H -2.291 -0.813 0.479
H -1.642 -2.131 -0.501
H -0.997 -1.860 1.117
H -0.093 1.277 -1.727
H -1.748 1.065 -0.972
H -0.789 0.944 1.174
H 2.092 1.580 -0.347
H 3.114 0.290 0.023
*
```

=====

8.
C4H8N2O in the gas phase at a distorted geometry, computed with wB97M-V/def2-TZVPD.

The calculation puts the HOMO energy at -9.9 eV. The value obtained for the relative energy (zero: lowest compared OMol25 entry of this formula, charge and spin) is 153.3 kJ/mol. The SMILES is N#C[C@@H](N)CCO. The total energy is -9304.80444 eV.

```
! RIJCOSX wB97M-V def2-TZVPD def2/J DEFGRID3
* xyz 0 1
N 1.395 -2.215 -2.249
C 1.016 -1.568 -1.368
C 0.497 -0.776 -0.237
N 1.601 -0.400 0.640
C -0.179 0.520 -0.729
C -1.320 0.953 0.175
O -0.821 1.018 1.502
H -0.263 -1.413 0.247
H 1.192 0.048 1.456
H 2.139 -1.206 0.942
H -0.548 0.424 -1.754
H 0.612 1.277 -0.720
H -2.152 0.234 0.111
H -1.704 1.930 -0.155
H -1.561 1.154 2.103
*
```